1 | {
  "formula": "C4H3BrO",
  "method": "ωB97M-V with the def2-TZVPD basis set",
  "elements": ["C", "C", "C", "C", "O", "Br", "H", "H", "H"],
  "coordinates": [[-0.100, -0.465, -0.086], [-1.180, 0.422, -0.035], [-0.352, 1.486, 0.430], [0.874, 0.684, -0.149], [0.028, -1.804, 0.106], [-3.011, 0.019, -0.143], [0.855, -1.971, 0.592], [1.775, 0.679, 0.464], [1.113, 0.951, -1.179]],
  "molar_mass_g_mol": 146.971,
  "homo_ev": -9.05,
  "gap_ha": 0.336
}

2 | {
  "formula": "C4H3BrO",
  "method": "ωB97M-V with the def2-TZVPD basis set",
  "elements": ["C", "C", "C", "C", "O", "Br", "H", "H", "H"],
  "coordinates": [[-3.093, 1.902, 0.044], [-2.541, 0.991, -0.556], [2.456, -1.072, 0.449], [1.232, -0.273, 0.026], [1.400, -1.431, -0.370], [-1.779, -0.512, -1.238], [-3.603, 2.738, 0.266], [3.457, -0.835, -0.003], [2.472, -1.509, 1.382]],
  "molar_mass_g_mol": 146.971,
  "homo_ev": -9.49,
  "gap_ha": 0.377
}

On energetic grounds, 1 is preferred over the next structure by 212.8 kJ/mol.

1 | {
  "formula": "C4H10O2",
  "method": "ωB97M-V with the def2-TZVPD basis set",
  "elements": ["C", "C", "C", "C", "O", "H", "H", "H", "H", "H", "H", "H", "H", "O", "H", "H"],
  "coordinates": [[0.522, 0.303, 0.640], [-0.729, 0.381, -0.210], [-0.428, 0.584, -1.692], [-1.585, 0.355, -2.625], [-2.191, -0.680, -2.670], [0.334, 0.555, 1.675], [1.308, 0.924, 0.228], [0.916, -0.712, 0.688], [-1.406, 1.165, 0.105], [-1.320, -0.528, -0.115], [0.452, 0.009, -1.974], [-0.050, 1.603, -1.883], [-1.899, 1.191, -3.278], [1.705, -1.722, 3.501], [2.548, -1.315, 3.239], [1.823, -2.113, 4.373]],
  "molar_mass_g_mol": 90.122,
  "homo_ev": -9.76,
  "gap_ha": 0.388
}

2 | {
  "formula": "C4H10O2",
  "method": "ωB97M-V with the def2-TZVPD basis set",
  "elements": ["C", "O", "C", "C", "C", "O", "H", "H", "H", "H", "H", "H", "H", "H", "H", "H"],
  "coordinates": [[2.195, -0.036, -0.563], [0.777, -0.034, -0.743], [0.004, -0.064, 0.421], [0.142, -1.349, 1.317], [-1.417, 0.093, -0.064], [-1.816, 1.368, -0.597], [2.487, 0.480, -1.620], [2.672, -1.174, -0.383], [2.599, 0.786, 0.211], [0.290, 0.890, 0.992], [-0.940, -1.168, 1.861], [1.069, -1.261, 2.190], [0.253, -2.291, 0.628], [-2.042, -0.210, 0.840], [-1.649, -0.583, -0.894], [-1.969, 1.990, 0.233]],
  "molar_mass_g_mol": 90.122,
  "homo_ev": -9.82,
  "gap_ha": 0.394
}

3 | {
  "formula": "C4H10O2",
  "method": "ωB97M-V with the def2-TZVPD basis set",
  "elements": ["C", "C", "C", "C", "O", "H", "H", "H", "H", "H", "H", "H", "H", "O", "H", "H"],
  "coordinates": [[0.699, 2.400, -0.143], [0.462, 0.908, -0.045], [0.557, 0.338, 1.381], [-0.615, 0.292, -0.886], [-1.229, 0.813, -1.773], [-0.099, 2.980, 0.309], [1.586, 2.696, 0.423], [0.801, 2.694, -1.182], [1.337, 0.401, -0.495], [1.575, 0.428, 1.757], [-0.105, 0.840, 2.091], [0.250, -0.707, 1.444], [-0.721, -0.792, -0.653], [-0.104, -3.761, 1.048], [0.300, -4.630, 0.919], [-0.399, -3.454, 0.190]],
  "molar_mass_g_mol": 90.122,
  "homo_ev": -9.80,
  "gap_ha": 0.384
}

On energetic grounds, 3 is preferred over the next structure by 9.2 kJ/mol.